1.
Here is a structure of composition C21H45LaOP3Se in a non-equilibrium geometry from the OMol25 dataset. Energies are from the ωB97M-V functional and the def2-TZVPD basis.

Output
LUMO, eV: -9.68
Orbital gap, eV: 7.048
Total charge: +3
E_tot, Eh: -4358.518097
Energy relative to the best compared isomer or geometry (same formula, charge and spin), kJ/mol: 0.00
Largest force on an atom, hartree/bohr: 0.0455
E_HOMO, eV: -16.73

Last column: Mulliken charge in e.
Cartesian coordinates (Å):
La -0.00617 -0.69167 0.14579  1.872
P 1.88196 -2.28362 1.62295  0.204
P -1.41434 0.30903 2.55266  0.480
P 1.19550 -0.80609 -2.52767  0.370
H -2.11588 3.54847 -0.54246  0.290
C -2.11211 3.16466 -1.56471  -0.379
C -3.17117 2.49636 -2.04948  -0.755
H -4.02235 2.25163 -1.40128  0.307
C 3.44750 -1.61457 2.30114  -1.173
C 1.11943 -3.12759 3.06970  -1.171
C 2.45293 -3.69783 0.58590  -1.109
C -2.67150 1.64177 2.44913  -1.016
C -2.20304 -0.93000 3.63265  -1.200
C -0.16221 1.05463 3.68355  -1.206
C 0.36997 0.28459 -3.74367  -0.984
C 1.34878 -2.39824 -3.41895  -1.274
C 2.92421 -0.19488 -2.53771  -1.111
H -1.19524 3.28736 -2.14470  0.281
H -3.17713 2.07195 -3.05931  0.324
H 3.97091 -2.35807 2.92435  0.437
H 3.22035 -0.72249 2.90912  0.365
H 4.10524 -1.30273 1.47312  0.367
H 1.85538 -3.77499 3.56979  0.473
H 0.26417 -3.74195 2.74307  0.359
H 0.74851 -2.37787 3.78751  0.306
H 3.13588 -4.35774 1.14225  0.441
H 2.97232 -3.31542 -0.30806  0.310
H 1.58029 -4.28452 0.25439  0.381
H -2.57035 2.31852 3.31078  0.436
H -3.69019 1.22674 2.42911  0.428
H -2.52728 2.21430 1.52093  0.049
H -2.29713 -0.52877 4.65132  0.421
H -1.60704 -1.85435 3.65086  0.282
H -3.19476 -1.17340 3.22784  0.423
H -0.66728 1.57872 4.50918  0.477
H 0.46577 1.76501 3.12098  0.251
H 0.49598 0.27019 4.08667  0.326
H 1.09249 0.62860 -4.50045  0.438
H -0.06104 1.15457 -3.22248  0.098
H -0.45825 -0.25329 -4.22660  0.388
H 1.99545 -2.30938 -4.30556  0.425
H 0.34632 -2.73375 -3.71980  0.386
H 1.76843 -3.15191 -2.73543  0.319
H 3.27825 -0.04802 -3.56967  0.447
H 3.56484 -0.92255 -2.01787  0.348
H 2.96769 0.75157 -1.98127  0.252
C 1.70669 3.60658 0.01187  0.764
C 0.84008 4.63980 -0.35699  -0.044
C 1.31514 5.95220 -0.38532  -0.786
C 2.67057 6.19618 -0.10917  -0.428
C 3.57239 5.14654 0.14210  -0.770
C 3.08918 3.83607 0.17339  -0.518
Se 1.02493 1.81756 0.45869  0.242
H -0.53020 1.86046 0.14044  -0.175
H -0.18845 4.37276 -0.58349  0.218
H 0.62295 6.76604 -0.62028  0.421
H 3.02509 7.22196 -0.09880  0.414
H 4.63337 5.34133 0.32001  0.403
H 3.75887 2.98869 0.34778  0.369
C -3.02668 -3.83596 -1.59249  -0.710
C -4.05506 -2.73583 -1.30206  -0.620
C -3.28958 -1.48834 -0.87711  -0.277
O -1.88468 -1.91817 -0.67630  0.100
C -1.71178 -3.35741 -0.98347  -0.203
H -3.29988 -4.78261 -1.12468  0.346
H -2.90503 -4.00114 -2.66843  0.303
H -4.70980 -3.08115 -0.50085  0.308
H -4.66202 -2.50904 -2.17729  0.340
H -3.27980 -0.73638 -1.67434  0.184
H -3.61652 -1.03727 0.07048  0.259
H -1.48532 -3.87558 -0.03473  0.285
H -0.85860 -3.45028 -1.67660  0.192



2.
Here is a cluster of 4 separate species, C21H45N2O7P in total from the OMol25 dataset. Energies are from the ωB97M-V functional and the def2-TZVPD basis.

Output
LUMO, eV: 0.42
Orbital gap, eV: 9.129
Total charge: 0
E_tot, Eh: -1804.651113
Largest force on an atom, hartree/bohr: 0.0113
E_HOMO, eV: -8.71
SMILES string: C=CC[C@@H]1NC(=O)[C@@](CN)(CC(C)C)[C@]1(CCOC(=O)CC)P(C)O.CO.CO.CO

Last column: Mulliken charge in e.
Cartesian coordinates (Å):
C -3.60006 -3.78882 -2.26423  -0.703
C -3.41102 -2.73011 -3.02711  -0.619
C -2.11262 -1.97053 -3.12881  -0.631
C -1.96887 -0.91226 -2.02550  -1.309
N -2.76914 0.27474 -2.37762  -0.307
C -2.35676 1.31803 -1.53728  -0.325
O -2.94937 2.34741 -1.37579  -0.631
C -1.09436 0.90381 -0.77372  2.702
C -0.11432 2.09867 -0.73218  -2.147
N -0.08995 2.98214 -1.88381  -0.443
C -1.63156 0.46281 0.64651  -1.743
C -1.08568 1.09597 1.93593  0.669
C 0.35271 0.69102 2.26356  -0.953
C -1.99876 0.67978 3.09464  -1.830
C -0.57872 -0.33008 -1.60800  2.438
C 0.35476 -1.24633 -0.77901  0.134
C 0.03948 -2.74146 -0.71587  -0.243
O 0.19372 -3.20736 0.64545  -0.445
C 1.46461 -3.31601 1.11295  0.617
O 1.79408 -2.72977 2.09966  -0.714
C 2.37614 -4.25042 0.35172  -0.143
C 3.61485 -4.64148 1.14963  -1.343
P 0.26352 0.10968 -3.25026  -0.391
C 1.83635 0.95846 -2.84662  -1.054
O 0.91062 -1.41716 -3.52112  -0.479
H -4.56638 -4.27495 -2.20509  0.272
H -2.80169 -4.22448 -1.66944  0.210
H -4.24946 -2.35524 -3.60872  0.307
H -1.27377 -2.66478 -3.11817  0.404
H -2.07428 -1.45908 -4.09928  0.634
H -2.44878 -1.32508 -1.12997  0.333
H -2.73896 0.51147 -3.36343  0.471
H 0.89334 1.70375 -0.56199  0.151
H -0.33192 2.71226 0.13798  0.490
H -0.05870 2.51653 -2.78064  0.119
H -0.83640 3.66292 -1.87802  0.410
H -1.52194 -0.62080 0.75634  0.562
H -2.71098 0.64930 0.65972  0.460
H -1.16112 2.18634 1.87214  0.361
H 0.37332 -0.37216 2.53553  0.272
H 1.04827 0.82320 1.43263  0.110
H 0.71252 1.25002 3.12918  0.037
H -2.97822 1.15977 3.01531  0.464
H -2.14037 -0.40514 3.10728  0.365
H -1.56120 0.98119 4.04990  0.388
H 0.36984 -0.91389 0.25666  -0.745
H 1.37926 -1.13113 -1.13050  0.333
H -0.99079 -2.97138 -0.96971  -0.318
H 0.68535 -3.31880 -1.37964  0.351
H 1.78712 -5.12428 0.06071  0.367
H 2.67311 -3.73870 -0.57094  0.237
H 4.16052 -5.43419 0.63567  0.401
H 3.33684 -4.99495 2.14397  0.342
H 4.27760 -3.78625 1.28615  0.292
H 1.69090 2.00146 -2.55788  0.474
H 2.43328 0.43588 -2.10033  0.258
H 2.40082 0.95000 -3.78494  0.431
H 0.78915 -1.65069 -4.44897  0.375
C -1.25895 5.65128 -4.37906  -0.520
O -0.89962 5.80249 -3.01438  -0.459
H -1.84121 4.73445 -4.44854  0.184
H -1.87774 6.47914 -4.73513  0.289
H -0.38112 5.55764 -5.02449  0.266
H -0.38255 6.60636 -2.91580  0.265
C 2.09693 3.69496 4.59349  -0.549
O 1.36218 2.58223 5.08417  -0.460
H 2.02682 3.66187 3.50805  0.203
H 1.68073 4.64444 4.94002  0.272
H 3.15188 3.64395 4.87550  0.263
H 1.41353 2.57984 6.04427  0.277
C 2.28908 -0.92090 5.26251  -0.154
O 1.53628 -2.07723 4.93267  -0.516
H 2.16305 -0.74747 6.33108  0.263
H 3.35701 -1.05732 5.06096  0.243
H 1.93385 -0.03617 4.72939  -0.059
H 1.62386 -2.21845 3.98070  0.469



3.
Here is a cluster of 3 separate species, C21H46BN2O4 in total in a non-equilibrium geometry from the OMol25 dataset. Energies are from the ωB97M-V functional and the def2-TZVPD basis.

Output
LUMO, eV: -2.58
Orbital gap, eV: 8.528
Total charge: +1
E_tot, Eh: -1262.900971
Largest force on an atom, hartree/bohr: 0.0238
E_HOMO, eV: -11.10

Last column: Mulliken charge in e.
Cartesian coordinates (Å):
C 1.23052 -4.25971 6.09710  -1.153
C -0.03668 -3.46972 5.76905  -0.371
C -0.14639 -2.91721 4.32386  -0.522
C 0.99691 -3.26541 3.36960  -0.431
C 0.77985 -2.66094 1.96496  -0.084
C 1.91471 -1.74514 1.46560  -0.771
C 1.50909 -0.26598 1.42213  -1.178
C 2.39214 0.58852 0.50448  0.072
N 3.42865 1.34497 1.36059  -0.137
C 2.88839 2.75577 1.49321  -0.083
N 3.79494 3.61076 2.18565  -0.632
C 2.49606 2.96394 0.03479  -1.369
C 1.59282 1.71942 -0.17848  0.235
B 1.32833 1.58593 -1.74168  0.619
O 1.89390 0.53178 -2.41484  -0.555
O 0.65440 2.56140 -2.40627  -0.569
C -0.64584 3.01117 -1.99696  0.027
C -0.72217 4.53512 -1.99056  -0.972
H 1.19750 -4.58687 7.13653  0.395
H 1.33245 -5.15268 5.47992  0.281
H 2.13595 -3.66257 5.97756  0.282
H -0.10176 -2.63674 6.47063  0.278
H -0.89065 -4.11991 5.96164  0.284
H -0.24907 -1.82778 4.37077  0.212
H -1.07765 -3.27977 3.88162  0.285
H 1.94717 -2.92733 3.78912  0.223
H 1.03928 -4.35110 3.27391  0.232
H -0.15810 -2.09617 1.99068  0.456
H 0.61898 -3.46326 1.24710  -0.269
H 2.19809 -2.05178 0.45581  0.522
H 2.77810 -1.88194 2.12329  0.309
H 0.47921 -0.19412 1.07422  0.427
H 1.56312 0.14545 2.43745  0.247
H 2.94584 -0.05979 -0.17111  0.480
H 3.69541 0.87237 2.22433  0.363
H 4.28686 1.42887 0.81345  0.408
H 1.99260 2.63791 2.10501  0.376
H 4.42667 4.09081 1.55218  0.266
H 3.28490 4.33438 2.67718  0.309
H 3.40517 2.82960 -0.56643  0.386
H 2.02865 3.91831 -0.18520  0.367
H 0.71064 1.93356 0.42953  0.189
H 2.37651 0.77347 -3.22245  0.307
H -1.36067 2.59067 -2.70377  0.380
H -0.90240 2.60139 -1.01616  0.214
H -1.56462 4.89927 -2.57606  0.026
H 0.19225 4.93760 -2.42503  0.333
H -0.82519 4.93806 -0.98295  0.322
C -4.37162 4.98355 -5.08960  -0.431
C -5.61036 5.68196 -4.53104  -0.561
C -5.01582 6.48169 -3.37854  -0.373
O -3.68269 6.81835 -3.77133  -0.416
C -3.31556 6.06990 -4.92960  -0.355
H -4.47962 4.65230 -6.12101  0.358
H -4.12270 4.11365 -4.47640  0.167
H -6.03411 6.35228 -5.28081  0.276
H -6.39189 4.99699 -4.20647  0.337
H -4.97664 5.88267 -2.46170  0.237
H -5.56121 7.40092 -3.16516  0.266
H -3.29896 6.73463 -5.79916  0.305
H -2.30825 5.67382 -4.78505  0.201
C 0.10211 -6.99203 -1.79227  -0.570
C -1.24429 -6.85910 -1.08295  -0.560
C -0.84182 -6.16508 0.21101  -0.434
O 0.28544 -5.34235 -0.11076  -0.301
C 0.78068 -5.68402 -1.40917  -0.500
H 0.01897 -7.12045 -2.87003  0.339
H 0.65840 -7.84024 -1.38919  0.269
H -1.91522 -6.22265 -1.66328  0.273
H -1.74354 -7.81052 -0.90909  0.340
H -0.54377 -6.89053 0.97463  0.298
H -1.63068 -5.53410 0.62301  0.252
H 0.52083 -4.88336 -2.11028  0.289
H 1.86744 -5.76286 -1.36073  0.274



4.
Here is a cluster of 8 separate species, C21H46Cl4N5O7 in total in a non-equilibrium geometry from the OMol25 dataset. Energies are from the ωB97M-V functional and the def2-TZVPD basis.

Output
LUMO, eV: 2.17
Orbital gap, eV: 9.186
Total charge: -1
E_tot, Eh: -3469.218881
Energy relative to the best compared isomer or geometry (same formula, charge and spin), kJ/mol: 0.00
Largest force on an atom, hartree/bohr: 0.0542
E_HOMO, eV: -7.01

Last column: Mulliken charge in e.
Cartesian coordinates (Å):
C -0.15286 -0.28829 -0.43748  1.459
C 0.87630 0.84002 -0.47219  0.469
O 1.57725 1.02471 -1.52046  -0.495
O 1.05321 1.47922 0.63334  -0.933
H -0.29180 -0.63898 -1.45774  -0.279
H -1.14887 0.10304 -0.20130  -0.713
H 0.01353 -1.11027 0.25593  -0.510
C -1.94967 1.87407 -3.22428  -0.687
C -2.40079 2.64850 -1.99999  0.654
O -3.53489 3.12234 -1.98252  -0.716
N -1.51072 2.75234 -0.95881  0.332
C -1.75849 3.30594 0.35268  -0.935
H -2.11634 2.50661 -4.09414  0.396
H -2.54222 0.97072 -3.31545  0.141
H -0.87674 1.64053 -3.20573  0.060
H -0.58932 2.40281 -1.19053  -0.056
H -2.00226 4.37265 0.27355  0.377
H -0.88050 3.16541 0.97415  0.281
H -2.60333 2.85090 0.88320  0.151
C 5.05340 2.21410 -2.14507  -0.733
C 4.30969 3.39351 -2.72604  0.699
O 4.84727 4.15688 -3.54605  -0.720
N 3.03947 3.51378 -2.29750  0.053
C 2.23103 4.58454 -2.66113  -1.025
H 5.30250 1.51902 -2.93731  0.161
H 4.53007 1.75481 -1.31326  0.063
H 5.99273 2.64462 -1.78513  0.373
H 2.55563 2.86249 -1.68468  0.173
H 2.49156 5.47780 -2.08654  0.313
H 1.16984 4.38045 -2.51789  0.235
H 2.31796 4.85755 -3.71548  0.366
C -1.08503 -1.09172 3.28643  -0.069
C -0.90758 0.22957 4.02810  0.480
O -1.15193 0.30412 5.23731  -0.744
N -0.56498 1.29874 3.27232  0.187
C -0.24634 2.61399 3.82540  -1.130
H -2.09346 -1.45460 3.50963  0.251
H -0.40720 -1.84922 3.68034  0.331
H -1.01489 -1.03480 2.19711  -0.301
H -0.32694 1.11938 2.29955  -0.030
H 0.69457 2.92740 3.36943  0.304
H -0.10647 2.54596 4.89489  0.415
H -1.04302 3.30731 3.55732  0.305
C -1.81830 -3.77608 1.32847  -0.504
C -2.56970 -4.00954 2.62236  0.598
O -3.77343 -3.72756 2.73924  -0.677
N -1.86056 -4.60380 3.61061  -0.128
C -2.27915 -4.76355 4.96834  -0.966
H -0.84322 -3.28264 1.36171  -0.024
H -2.40827 -3.15155 0.67058  -0.006
H -1.66321 -4.74277 0.83289  0.491
H -0.87904 -4.71785 3.42585  0.218
H -1.73329 -4.07639 5.61020  0.314
H -2.01043 -5.78631 5.26918  0.349
H -3.35020 -4.72992 5.10649  0.331
C 3.48495 -0.51596 -3.78584  -0.648
C 2.39211 -1.44991 -4.20042  0.582
O 2.46664 -2.19966 -5.15162  -0.726
N 1.32805 -1.42270 -3.39112  0.108
C 0.16909 -2.21717 -3.65260  -0.984
H 4.42744 -0.82003 -4.23847  0.389
H 3.61503 -0.56544 -2.70956  0.106
H 3.24269 0.46899 -4.18338  0.243
H 1.22054 -0.61645 -2.76539  -0.069
H 0.32430 -3.09404 -4.26062  0.409
H -0.66377 -1.60942 -4.02837  0.277
H -0.19800 -2.58842 -2.68123  0.243
Cl -3.43137 -1.17175 -1.00742  -0.165
C -4.63984 -0.23476 -0.09478  -0.575
C -4.12944 0.10084 1.29792  0.514
Cl -5.29200 1.14815 2.14166  -0.219
H -5.60482 -0.72833 -0.15478  0.449
H -4.80937 0.70918 -0.63189  0.310
H -3.12808 0.52103 1.25991  -0.328
H -4.07136 -0.81380 1.89737  0.035
Cl 1.91114 -3.37699 2.26935  -0.216
C 2.57398 -1.77100 1.86503  0.238
C 3.21284 -1.68541 0.52346  0.004
Cl 4.60081 -2.84285 0.35144  -0.220
H 3.32553 -1.57039 2.63866  0.513
H 1.86695 -0.97075 2.09464  -0.301
H 3.63205 -0.69638 0.35058  0.051
H 2.61340 -1.91661 -0.35247  0.035